The following is a DFT calculation (wB97M-V/def2-TZVPD) of a molecular structure, C28H34BiN3O5S6Sb.

Structure (XYZ):
```
78
Properties=species:S:1:pos:R:3:forces:R:3:lowdin_charge:R:1
Bi 0.68657 -0.17600 0.22063 0.09 0.03 -0.21 1.286
O 2.79311 2.47578 3.80732 -0.03 -0.02 0.00 0.147
C 1.97790 1.89252 2.93384 -0.02 -0.01 -0.03 -0.475
O 2.35239 1.13255 2.07486 0.14 -0.06 0.02 -0.012
C 0.54120 2.27418 3.12911 0.05 0.05 0.07 -0.175
C 0.12612 3.05054 4.20442 -0.03 0.03 -0.04 0.046
C -1.21877 3.35875 4.30147 0.00 -0.01 -0.02 -0.004
C -2.08482 2.89322 3.32377 -0.01 0.01 0.02 0.029
C -1.56745 2.12440 2.28942 -0.05 0.04 -0.01 -0.191
N -0.28069 1.81707 2.19965 -0.05 0.04 0.00 0.135
C -2.39166 1.60605 1.13977 -0.13 -0.08 0.31 -0.481
O -3.71850 1.63707 1.23363 0.07 -0.01 -0.07 0.153
O -1.87365 1.16607 0.14337 -0.09 0.23 -0.08 -0.079
H 3.69672 2.17620 3.62258 0.01 -0.01 0.01 0.150
H 0.84223 3.40281 4.93140 0.01 0.00 0.00 0.131
H -1.58862 3.96214 5.11881 0.00 0.00 0.00 0.125
H -3.13300 3.15810 3.37715 -0.01 0.00 -0.03 0.124
H -4.02661 1.85717 2.12170 0.02 0.01 0.02 0.117
O 1.28098 -0.12151 -2.23039 0.04 0.05 0.04 -0.394
N 2.30565 -0.83175 -2.67772 0.02 -0.04 -0.05 -0.217
C 2.76148 -0.54977 -3.92069 -0.02 0.00 0.01 -0.012
C 3.80580 -1.24009 -4.47009 0.00 0.00 -0.01 -0.040
C 4.40858 -2.25050 -3.72144 0.00 0.00 0.01 -0.048
C 3.93862 -2.52024 -2.45920 0.01 0.00 -0.02 -0.077
C 2.86416 -1.80428 -1.91786 -0.03 -0.02 0.03 -0.627
S 2.25374 -2.18524 -0.34084 0.05 -0.07 0.01 0.565
H 2.22433 0.24827 -4.40931 0.01 0.00 -0.01 0.139
H 4.14027 -0.98915 -5.46542 0.00 0.00 0.00 0.116
H 5.23816 -2.81396 -4.12497 0.00 0.00 0.00 0.118
H 4.38337 -3.29186 -1.84759 -0.01 0.00 0.00 0.112
C 0.69530 -4.98126 3.66292 -0.01 0.00 0.00 -0.371
S 0.00501 -4.92536 1.99064 -0.02 -0.01 -0.08 0.804
C -1.28471 -3.75680 2.23225 0.06 0.03 0.02 -1.005
C -1.13056 -2.42582 2.37153 0.00 0.02 0.05 -1.115
S 0.36998 -1.53142 2.46753 0.01 -0.04 0.03 0.436
S -2.60154 -1.53281 2.66838 0.01 0.03 0.04 0.877
C -3.73176 -2.84662 2.54082 0.03 0.00 -0.08 -1.504
S -5.34960 -2.64095 2.56515 -0.04 0.01 0.05 0.581
S -2.92239 -4.36869 2.34540 -0.01 0.06 -0.06 0.925
H 1.49321 -5.72142 3.63573 0.00 0.00 0.00 0.039
H -0.06097 -5.29651 4.37767 0.00 0.00 0.00 0.046
H 1.10723 -4.01208 3.93399 0.00 0.00 0.00 0.017
C -0.85412 -4.18976 -1.85925 -0.05 -0.03 0.02 -0.177
C -0.97769 -2.89876 -2.65962 -0.06 0.04 -0.02 -0.402
Sb -1.52466 -1.23290 -1.44898 0.11 -0.14 0.02 1.431
C -3.42915 -1.82263 -0.69470 -0.07 0.00 -0.04 -0.411
C -4.49036 -2.16660 -1.73493 0.03 -0.04 -0.02 -0.152
C -1.74246 0.32392 -2.89738 -0.01 -0.05 -0.03 -0.403
C -3.10776 0.45820 -3.55888 -0.01 -0.01 0.01 -0.168
H -0.58664 -5.02294 -2.51079 0.01 0.00 0.02 0.079
H -1.79459 -4.45316 -1.36960 -0.01 0.01 0.00 0.066
H -0.08785 -4.10545 -1.08822 0.04 0.00 0.04 0.030
H -1.73260 -2.98005 -3.44456 0.01 -0.01 -0.02 0.057
H -0.03692 -2.62557 -3.14001 0.02 -0.01 0.01 0.045
H -3.76390 -1.04232 -0.01155 -0.01 -0.01 -0.03 0.031
H -3.19856 -2.70008 -0.08883 0.01 -0.01 0.04 0.016
H -4.86522 -1.28186 -2.24398 0.01 0.01 -0.01 0.054
H -5.33720 -2.64876 -1.24394 0.00 0.00 0.01 0.078
H -4.11663 -2.85931 -2.49168 0.00 -0.01 0.00 0.067
H -0.95546 0.11284 -3.62217 -0.02 0.01 0.00 0.046
H -1.47142 1.24263 -2.38012 0.02 0.03 0.01 0.028
H -3.42707 -0.46812 -4.03746 0.01 0.00 0.00 0.067
H -3.07477 1.23029 -4.32940 -0.01 0.00 0.00 0.075
H -3.87237 0.74714 -2.83785 -0.01 -0.01 0.01 0.068
N 1.27514 2.65762 -0.94673 -0.12 0.14 0.04 0.064
C 1.25201 3.75126 -0.06142 0.06 -0.05 -0.02 -0.330
C 2.42465 4.19175 0.54907 -0.01 -0.06 0.03 -0.049
C 2.38446 5.21667 1.48188 -0.01 0.01 0.02 -0.085
C 1.18018 5.81967 1.82036 0.03 0.00 0.01 -0.096
C 0.01436 5.39046 1.20133 -0.03 -0.03 0.00 -0.089
C 0.04634 4.36370 0.27043 -0.03 0.02 -0.01 -0.054
H 0.49545 2.65226 -1.59056 0.04 -0.03 -0.04 0.080
H 2.14054 2.55545 -1.45745 0.01 -0.05 0.02 0.093
H 3.36905 3.72473 0.29259 0.00 0.00 -0.01 0.117
H 3.30507 5.55290 1.94165 0.00 0.00 0.00 0.109
H 1.15521 6.62592 2.54074 0.00 0.00 0.00 0.104
H -0.93054 5.86540 1.43530 0.00 0.00 0.00 0.108
H -0.86752 4.03382 -0.21146 -0.02 0.00 -0.02 0.111
```
Forces are in eV/Å.

## Properties
* E_HOMO: -9.9 eV
* lowest unoccupied orbital energy: -3.08 eV
* energy: -121679.72132 eV
* net charge: +1
* gap between HOMO and LUMO: 6.780 eV
* relative energy (zero: lowest compared OMol25 entry of this formula, charge and spin): 14.9 kJ/mol



The following is a DFT calculation (wB97M-V/def2-TZVPD) of a molecular structure, C28H34Br45ClINO3PS in a non-equilibrium geometry.

Structure (XYZ):
```
115
Properties=species:S:1:pos:R:3:forces:R:3:lowdin_charge:R:1
C 11.41372 2.02527 2.77069 0.40 -0.20 -1.08 -0.119
C 10.14729 1.84113 1.79488 -0.64 -0.75 0.01 -0.210
C 8.72310 2.10337 2.53857 2.77 0.48 0.02 -0.210
O 7.69965 1.66822 1.59620 -2.71 0.45 1.91 -0.131
C 6.39169 1.83234 2.10919 -2.73 1.09 0.12 -0.187
C 5.53709 2.97470 1.45512 -0.04 -2.46 2.40 0.148
N 4.15771 3.25001 1.84522 1.91 -2.29 1.25 -0.031
C 3.46686 4.34048 1.10552 -0.61 0.84 -1.14 -0.107
C 3.32441 5.71036 1.91598 1.18 1.11 3.49 -0.664
O 3.82785 5.97146 3.02123 -1.83 -1.58 -4.58 0.023
Cl 2.26012 7.00005 1.13319 1.11 -1.71 0.42 0.624
C 3.46892 2.47772 2.87911 2.55 -1.42 0.51 -0.036
C 1.91969 2.83621 3.22014 0.61 1.14 -0.95 -0.173
O 1.10511 2.37915 2.12367 0.16 -0.37 1.97 -0.173
C 0.36096 1.17341 2.44151 -1.42 -2.22 -1.37 -0.233
C -1.23219 1.32489 2.18843 0.70 0.53 0.57 -0.081
C 4.23608 1.31897 3.58085 1.67 2.69 -1.93 -0.304
P 3.40642 0.23148 4.89187 -0.66 -2.44 -1.47 0.266
S 3.11096 -1.51730 4.02137 -0.01 0.73 0.22 0.106
C 5.73420 0.96013 3.21625 -1.93 2.95 -1.84 -0.490
I 6.80731 -0.64170 4.18947 -0.90 1.40 -0.86 0.976
H 12.19118 2.67050 2.20710 -1.29 -0.84 1.26 0.084
H 11.92345 0.99324 2.88551 -0.93 1.77 0.21 0.084
H 11.13996 2.48500 3.78244 0.51 -0.67 -1.48 0.079
H 10.23714 2.44052 0.81332 -0.25 -0.72 1.75 0.119
H 10.12874 0.73447 1.47723 -0.13 1.67 0.39 0.115
H 8.76846 1.49480 3.50414 -0.53 0.76 -1.34 0.077
H 8.61232 3.22043 2.78584 -0.06 -1.61 -0.38 0.144
H 6.02294 3.61480 0.63621 -1.02 -1.07 1.42 0.160
H 4.08607 4.56071 0.15506 -1.10 -0.27 1.55 0.155
H 2.42561 3.99580 0.76667 1.52 0.48 0.60 0.149
H 1.60575 2.46169 4.24797 0.53 0.24 -1.65 0.044
H 1.80016 3.98855 3.25260 0.45 -1.82 0.07 0.141
H 0.70836 0.33795 1.71713 -0.30 1.37 1.21 0.135
H 0.52859 0.76071 3.49289 -0.02 0.92 -1.25 0.105
H -1.47791 1.61094 1.09770 0.48 -0.39 1.84 0.063
H -1.73820 0.33532 2.45093 0.81 1.23 -0.44 0.085
H -1.61907 2.10752 2.93249 0.34 -0.98 -1.28 0.087
H 4.25532 -0.01790 6.01520 -0.22 1.11 -0.42 -0.125
H 2.14559 0.75969 5.34892 1.13 0.05 -0.31 -0.071
C 1.64394 3.55199 7.54017 -0.25 0.21 0.33 -1.547
Br 1.09106 5.38392 7.23330 0.16 -0.49 -0.01 0.607
Br 0.14674 2.32114 7.45710 0.31 0.20 -0.16 0.588
Br 3.07594 3.02028 6.34271 0.22 0.88 0.69 0.659
H 2.04145 3.50401 8.55401 -0.04 -0.03 -0.25 -0.041
C -4.30823 0.40108 0.11853 0.03 0.10 0.03 -1.604
Br -4.84962 2.23714 -0.18957 0.20 -0.43 -0.03 0.542
Br -5.81096 -0.82088 0.01973 0.25 0.24 0.04 0.613
Br -2.86556 -0.13451 -1.06311 -0.29 0.05 0.15 0.570
H -3.92252 0.34947 1.13571 -0.12 -0.01 -0.28 -0.045
C -7.45184 -2.56961 -3.09074 -0.02 0.05 0.06 -1.601
Br -6.28102 -2.76745 -4.62569 -0.21 -0.04 0.22 0.527
Br -8.93600 -1.37713 -3.46378 0.30 -0.33 0.07 0.546
Br -8.05656 -4.28595 -2.41839 0.11 0.31 -0.15 0.558
H -6.86320 -2.10795 -2.30048 -0.13 -0.12 -0.24 -0.102
C -7.61046 5.05501 1.77927 -0.06 0.01 0.03 -1.629
Br -5.97039 5.71158 0.97568 -0.26 -0.14 0.08 0.534
Br -9.15919 5.44460 0.67913 0.35 -0.11 0.21 0.578
Br -7.49315 3.16856 2.21695 -0.11 0.44 -0.01 0.526
H -7.74300 5.59315 2.71849 0.12 -0.21 -0.41 -0.143
C -6.96646 5.30590 6.20275 0.02 -0.02 0.12 -1.584
Br -5.32987 5.96380 5.39503 -0.32 -0.15 0.06 0.558
Br -8.51722 5.69733 5.10563 0.18 -0.05 0.42 0.634
Br -6.84941 3.41954 6.63785 -0.02 0.38 -0.15 0.563
H -7.09694 5.84210 7.14150 0.02 -0.14 -0.27 -0.026
C 6.96942 -1.26294 8.85064 0.13 -0.23 0.11 -1.594
Br 5.40542 -0.21195 8.38573 0.25 -0.12 0.13 0.569
Br 6.67366 -3.15852 8.57210 0.04 0.47 -0.02 0.588
Br 8.55836 -0.63791 7.92980 -0.33 -0.11 0.12 0.544
H 7.14226 -1.12002 9.91641 -0.07 0.01 -0.29 -0.022
C -7.56613 1.74558 -6.41434 0.01 0.07 -0.01 -1.587
Br -6.44475 1.13072 -4.95610 -0.15 0.16 -0.30 0.532
Br -7.10712 0.88007 -8.08812 -0.10 0.11 0.44 0.532
Br -9.45382 1.56496 -6.00215 0.36 0.01 -0.09 0.559
H -7.36828 2.80915 -6.54056 -0.04 -0.29 0.01 -0.051
C -4.38828 -6.65926 -5.22253 -0.01 0.03 0.05 -1.577
Br -4.72768 -6.60566 -3.31423 0.06 -0.04 -0.34 0.539
Br -2.65268 -5.91642 -5.66460 -0.38 -0.20 0.26 0.532
Br -4.61232 -8.44373 -5.94763 0.04 0.32 0.10 0.601
H -5.13720 -6.02615 -5.69731 0.20 -0.15 0.10 -0.038
C 1.56702 -6.09357 -6.19430 -0.16 -0.15 -0.08 -1.603
Br 2.25001 -7.27283 -7.57316 -0.12 0.30 0.33 0.582
Br 2.45286 -6.38355 -4.49262 -0.12 0.07 -0.31 0.579
Br 1.63953 -4.23124 -6.73679 0.02 -0.32 0.12 0.565
H 0.51613 -6.34371 -6.05299 0.27 0.06 -0.02 -0.059
C -3.98518 -3.85505 -9.30589 0.02 0.02 -0.04 -1.582
Br -5.19636 -5.37023 -9.26429 0.23 0.25 0.09 0.575
Br -4.63881 -2.37833 -8.23346 0.08 -0.25 -0.13 0.546
Br -2.18213 -4.35798 -8.80325 -0.35 0.14 -0.23 0.501
H -3.94411 -3.50854 -10.33747 -0.01 -0.09 0.29 -0.022
C -2.28181 -11.59997 -5.83546 -0.13 0.07 0.02 -1.629
Br -2.49817 -12.20573 -7.66702 0.08 0.12 0.39 0.558
Br -2.37971 -13.06969 -4.57363 0.06 0.28 -0.27 0.564
Br -0.65865 -10.56048 -5.60712 -0.30 -0.21 -0.06 0.539
H -3.11972 -10.93634 -5.61718 0.31 -0.20 -0.05 -0.092
C -0.10116 3.10859 11.36350 -0.18 0.03 -0.03 -1.629
Br -1.51872 3.25207 12.67825 0.37 -0.05 -0.27 0.588
Br 1.35526 4.33581 11.73404 -0.22 -0.24 -0.11 0.564
Br 0.52650 1.28270 11.17554 -0.06 0.33 0.09 0.543
H -0.52606 3.39961 10.40355 0.11 -0.08 0.25 -0.055
C 0.29417 -6.56195 -0.89448 0.01 -0.04 -0.13 -1.619
Br 0.49224 -5.18719 0.46074 -0.05 -0.24 -0.20 0.543
Br 0.80758 -8.30988 -0.22880 -0.12 0.36 -0.11 0.563
Br -1.49068 -6.57492 -1.65286 0.37 0.00 0.14 0.534
H 0.98149 -6.31420 -1.70227 -0.19 -0.06 0.21 -0.075
C 1.10660 -1.35503 -9.45017 -0.01 -0.07 0.05 -1.618
Br -0.07269 0.18432 -9.39148 0.20 -0.29 -0.06 0.548
Br 0.45263 -2.71600 -10.66646 0.28 0.38 0.15 0.536
Br 2.93593 -0.84852 -9.84999 -0.36 -0.08 0.06 0.563
H 1.10817 -1.79325 -8.45324 -0.03 0.12 -0.28 -0.074
C -4.48898 3.77376 -9.82334 0.02 -0.03 -0.11 -1.599
Br -5.42323 2.51815 -10.96800 0.23 0.27 0.17 0.547
Br -5.71057 4.74248 -8.66828 0.21 -0.21 -0.17 0.565
Br -3.07303 2.91284 -8.81433 -0.31 0.12 -0.13 0.544
H -4.01614 4.50772 -10.47401 -0.14 -0.19 0.20 -0.026
```
Forces are in eV/Å.

## Properties
* E_HOMO: -11.0 eV
* lowest unoccupied orbital energy: -4.82 eV
* energy: -3229860.93102 eV
* net charge: +1
* gap between HOMO and LUMO: 6.172 eV
* relative energy (zero: lowest compared OMol25 entry of this formula, charge and spin): 533.2 kJ/mol



The following is a DFT calculation (wB97M-V/def2-TZVPD) of a molecular structure, C28H34Cl4FGdN4O2S in a non-equilibrium geometry.

Structure (XYZ):
```
75
Properties=species:S:1:pos:R:3:forces:R:3:lowdin_charge:R:1
Gd 0.63651 0.70063 0.62528 -1.77 0.93 -0.71 1.591
C 0.48720 3.00311 3.74442 0.01 -0.02 -0.05 -0.029
C -0.24020 1.74112 3.36385 0.07 0.12 0.11 -0.323
C 0.28546 0.49164 3.70532 -0.06 0.05 0.11 -0.066
C -0.39543 -0.67795 3.40058 -0.09 0.04 0.13 -0.082
C -1.61407 -0.62411 2.73316 -0.04 -0.03 0.00 -0.089
C -2.14908 0.60996 2.39036 -0.05 0.06 0.05 -0.107
C -1.46813 1.78334 2.70527 -0.06 0.06 0.03 -0.093
H 0.39492 3.18170 4.81790 0.00 -0.01 -0.01 0.090
H 0.08667 3.86571 3.21371 0.00 -0.01 0.00 0.075
H 1.54959 2.92624 3.50835 -0.01 -0.02 -0.01 0.090
H 1.23287 0.44517 4.22839 0.04 -0.02 -0.07 0.133
H 0.02007 -1.63432 3.68321 0.05 -0.01 -0.10 0.124
H -2.14124 -1.53822 2.49377 0.05 -0.01 -0.06 0.107
H -3.12339 0.66738 1.92052 0.04 0.00 -0.06 0.103
H -1.91345 2.74589 2.48306 0.04 -0.01 -0.09 0.112
C 2.30000 0.74388 -2.33644 -0.02 0.02 -0.03 -0.079
N 1.33993 -0.22887 -1.79592 0.09 -0.02 0.11 -0.309
C 2.00139 -1.54767 -1.75576 -0.02 0.04 -0.02 -0.069
C 0.16810 -0.34960 -2.67699 0.06 -0.03 0.03 -0.193
C -0.78254 0.82390 -2.60553 -0.03 0.10 -0.02 -0.200
N -1.50489 0.92834 -1.33473 0.01 -0.09 0.11 -0.303
C -2.44415 -0.18689 -1.18740 -0.06 0.05 0.03 -0.105
C -2.27316 2.17241 -1.34304 0.00 0.04 -0.01 -0.097
H 2.63745 0.44232 -3.33759 -0.01 -0.01 0.01 0.101
H 3.16659 0.79488 -1.67713 0.00 0.01 0.01 0.092
H 1.85919 1.73693 -2.39468 0.01 0.02 0.00 0.073
H 2.19486 -1.89748 -2.77884 0.02 0.01 0.01 0.103
H 1.36775 -2.26514 -1.23966 -0.02 -0.02 0.01 0.055
H 2.95159 -1.46828 -1.23172 0.00 -0.01 0.03 0.094
H -0.34655 -1.27404 -2.40813 0.00 -0.01 0.01 0.096
H 0.51091 -0.45839 -3.71608 -0.01 -0.03 -0.02 0.132
H -1.50456 0.73209 -3.43303 0.00 0.03 -0.02 0.130
H -0.24068 1.75996 -2.75657 0.00 0.00 0.00 0.118
H -3.08227 -0.27974 -2.08056 -0.01 0.00 0.02 0.097
H -3.08915 0.00174 -0.32890 0.02 -0.02 -0.02 0.077
H -1.93303 -1.13029 -1.01383 0.03 -0.03 -0.02 -0.002
H -3.02906 2.16009 -2.14249 -0.01 -0.01 0.01 0.098
H -1.61131 3.02091 -1.49575 0.00 -0.01 -0.02 0.070
H -2.78508 2.29855 -0.38751 0.01 -0.01 -0.01 0.085
Cl 6.83454 -2.12214 1.36939 -0.03 -0.01 -0.01 0.653
C 5.11677 -1.94630 1.36160 -0.01 0.03 0.01 -0.719
C 4.28692 -3.05464 1.39315 -0.04 0.02 0.00 -0.714
Cl 4.95790 -4.64483 1.45267 0.00 0.02 -0.01 0.656
C 2.89761 -2.88330 1.36549 -0.05 -0.10 0.04 -0.616
Cl 1.84061 -4.25078 1.33029 0.00 0.00 -0.01 0.674
C 2.30802 -1.62106 1.32272 0.10 0.00 0.00 -0.441
O 1.01548 -1.40726 1.17411 0.72 -0.93 0.22 -0.326
C 3.17007 -0.48785 1.36905 0.01 0.19 0.01 -0.392
O 2.60810 0.73672 1.35920 0.69 -0.61 -0.02 -0.298
C 4.54176 -0.67027 1.33737 0.14 0.19 0.09 -0.617
Cl 5.52864 0.75231 1.25703 0.01 -0.06 0.02 0.694
F 1.74197 7.00576 -0.97945 0.00 0.05 -0.02 0.043
C 1.44212 5.74118 -0.60511 -0.03 -0.03 0.02 -0.292
C 2.42724 4.77805 -0.65528 0.00 -0.07 0.01 -0.011
C 2.09782 3.48091 -0.26209 0.22 0.38 -0.05 -0.157
C 0.81352 3.13636 0.14857 0.02 -0.47 0.22 -0.253
C -0.13422 4.15362 0.20487 -0.01 0.28 -0.02 -0.175
C 0.16167 5.46274 -0.16681 -0.01 -0.03 0.02 -0.021
H 3.42615 5.04138 -0.97961 -0.01 0.03 0.01 0.116
H 2.89276 2.74233 -0.24396 0.02 -0.01 -0.03 0.073
H -1.14293 3.95082 0.55446 0.01 0.01 -0.01 0.073
H -0.57673 6.25323 -0.11845 0.02 0.02 -0.01 0.113
S -1.18777 -3.44886 -0.22981 -0.31 -0.20 -0.07 0.664
C -2.67783 -3.98340 -0.75861 0.07 0.06 0.05 -0.879
N -3.55299 -4.72245 -0.04609 0.03 -0.09 0.05 0.007
C -4.72159 -5.15242 -0.80133 0.12 0.07 0.00 -0.135
C -4.45799 -4.53408 -2.19333 0.10 0.05 0.08 -0.135
N -3.25323 -3.73647 -1.96674 0.03 -0.02 -0.09 0.008
H -3.27166 -5.10903 0.83695 -0.03 0.03 0.01 0.133
H -5.63987 -4.76778 -0.35877 -0.02 0.02 0.01 0.111
H -4.78905 -6.23863 -0.84227 -0.01 -0.03 -0.01 0.114
H -5.28640 -3.90573 -2.51338 -0.03 0.02 -0.03 0.109
H -4.29076 -5.29763 -2.95331 0.02 -0.04 0.00 0.114
H -2.64627 -3.46744 -2.72138 -0.03 0.04 0.00 0.129
```
Forces are in eV/Å.

## Properties
* E_HOMO (alpha / beta): -7.0 / -7.1 eV
* lowest unoccupied orbital energy (alpha / beta): -0.41 / 0.03 eV
* energy: -124121.79710 eV
* spin multiplicity: 8
* gap between HOMO and LUMO (alpha / beta): 6.619 / 7.097 eV
* relative energy (zero: lowest compared OMol25 entry of this formula, charge and spin): 90.8 kJ/mol